# C5H10N3O3

The ion C5H10N3O3 with charge -1 (ωB97M-V/def2-TZVPD, the OMol25 dataset).

Element x y z (Å)
C (-0.030, -1.866, -0.151)
C (-0.385, 0.065, -1.560)
C (0.108, 0.388, 0.797)
C (1.284, 1.340, 1.056)
C (-1.268, 0.773, 1.215)
N (-0.415, -1.287, -1.332)
N (0.318, -0.970, 0.849)
N (0.338, 0.451, -2.688)
O (0.198, 1.698, -3.136)
O (-0.098, -3.073, 0.015)
O (0.573, -1.548, 2.112)
H (-1.355, 0.508, -1.539)
H (1.956, 1.123, 1.840)
H (1.077, 2.483, 1.302)
H (1.910, 1.377, 0.147)
H (-1.465, 0.886, 2.375)
H (-1.986, 0.212, 0.686)
H (-1.583, 1.749, 0.755)
H (-0.804, -2.009, -2.077)
H (1.329, 0.235, -2.596)
H (0.299, -2.533, 1.929)

Summary:
HOMO-LUMO gap (alpha / beta): 5.88 / 5.86 eV
Total charge: -1

=====

# C2H8N4O

A cluster of 2 separate species, C2H8N4O in total (ωB97M-V/def2-TZVPD, the OMol25 dataset).

Element x y z (Å)
C (-1.002, -0.276, 0.006)
C (0.319, 0.493, 0.179)
N (-1.989, 0.140, -0.796)
N (0.689, 1.555, 0.736)
N (-1.163, -1.263, 0.927)
N (1.869, -0.836, -0.195)
O (2.958, -0.134, -0.109)
H (-1.813, 0.902, -1.293)
H (-2.861, -0.346, -0.997)
H (0.107, 1.947, 1.509)
H (1.668, 1.927, 0.663)
H (-0.385, -1.624, 1.398)
H (-1.852, -2.086, 0.722)
H (1.646, -1.264, -1.160)
H (3.662, -0.290, -0.825)

Summary:
HOMO-LUMO gap (alpha / beta): 8.28 / 8.27 eV
Total charge: +2

=====

# C4H8O2

The molecule C4H8O2 (ωB97M-V/def2-TZVPD, the OMol25 dataset).

Element x y z (Å)
C (-0.608, -1.605, 0.209)
C (-0.631, -0.111, 0.487)
O (0.466, 0.308, 1.283)
C (1.240, 0.961, 0.285)
C (0.101, 1.156, -0.714)
O (0.144, 0.708, -1.962)
H (0.294, -1.890, -0.345)
H (-0.609, -2.142, 1.164)
H (-1.485, -1.924, -0.365)
H (-1.585, 0.234, 0.898)
H (2.007, 0.305, -0.143)
H (1.696, 1.881, 0.663)
H (-0.530, 2.033, -0.490)
H (-0.500, 0.086, -0.970)

Summary:
HOMO-LUMO gap: 10.06 eV

=====

# C5H9NO

The molecule C5H9NO (ωB97M-V/def2-TZVPD, the OMol25 dataset).

Element x y z (Å)
C (-0.027, -0.269, 1.886)
C (0.128, 0.848, 0.882)
N (1.470, 0.986, 0.311)
C (0.348, 0.686, -0.574)
C (0.237, -0.637, -1.289)
C (-1.215, -0.960, -1.563)
O (-2.144, -0.283, -1.186)
H (0.691, -1.069, 1.685)
H (0.200, 0.121, 2.884)
H (-1.040, -0.685, 1.906)
H (-0.410, 1.759, 1.145)
H (1.729, 1.966, 0.233)
H (-0.007, 1.514, -1.189)
H (0.677, -1.464, -0.717)
H (0.764, -0.634, -2.256)
H (-1.400, -1.879, -2.158)

Summary:
HOMO-LUMO gap: 10.65 eV

=====

# C5H10S

The molecule C5H10S (ωB97M-V/def2-TZVPD, the OMol25 dataset).

Element x y z (Å)
C (0.795, -0.688, 1.216)
C (-1.158, 0.474, -0.031)
C (0.118, -1.522, 0.143)
C (-1.327, -0.958, 0.164)
C (1.317, 1.759, -0.591)
S (0.508, 0.931, 0.901)
H (1.714, -1.019, 1.752)
H (-1.075, 0.629, -1.081)
H (0.371, -1.527, -0.923)
H (0.220, -2.480, 0.484)
H (-1.706, -1.335, 1.110)
H (-1.817, -1.382, -0.768)
H (2.165, 2.404, -0.497)
H (1.474, 1.075, -1.425)
H (0.492, 2.440, -0.754)
H (-2.092, 1.197, 0.301)

Summary:
HOMO-LUMO gap: 7.80 eV

=====

# C4H6N4

The molecule C4H6N4 (ωB97M-V/def2-TZVPD, the OMol25 dataset).

Element x y z (Å)
H (2.787, 0.470, -0.148)
N (2.374, -0.438, -0.012)
C (1.081, -0.432, -0.073)
C (0.525, -1.810, -0.026)
N (-0.789, -1.826, 0.083)
C (-1.202, -0.497, -0.074)
N (-2.432, -0.242, -0.096)
H (-2.854, -1.162, 0.121)
N (-0.083, 0.380, -0.104)
C (-0.137, 1.844, 0.055)
H (1.074, -2.706, -0.030)
H (0.921, 2.132, 0.158)
H (-0.700, 1.981, 0.942)
H (-0.566, 2.305, -0.796)

Summary:
HOMO-LUMO gap: 9.12 eV

=====

# C4H9NO3

A cluster of 3 separate species, C4H9NO3 in total (ωB97M-V/def2-TZVPD, the OMol25 dataset).

Element x y z (Å)
H (2.704, -1.172, -0.605)
N (1.798, -1.233, -0.158)
C (1.677, -2.163, 0.682)
O (0.562, -2.391, 1.342)
H (2.455, -2.872, 0.983)
H (-0.162, -1.820, 1.013)
C (-0.504, 1.342, -1.364)
C (0.190, 1.530, -0.238)
O (-0.014, 2.609, 0.559)
H (-0.269, 0.508, -1.995)
H (-1.198, 2.074, -1.726)
H (0.921, 0.787, 0.078)
H (0.534, 2.562, 1.347)
C (-2.144, 0.079, 0.001)
O (-1.621, -0.953, 0.344)
H (-2.690, 0.170, -0.943)
H (-2.238, 0.942, 0.679)

Summary:
HOMO-LUMO gap: 9.75 eV

=====

# C4H7NO

The molecule C4H7NO (ωB97M-V/def2-TZVPD, the OMol25 dataset).

Element x y z (Å)
C (0.086, -1.520, 0.649)
C (-0.584, -0.210, 0.071)
C (0.015, 1.221, 0.543)
N (0.511, 1.786, -0.659)
C (0.370, 0.928, -1.573)
O (-0.274, -0.195, -1.277)
H (1.109, -1.523, 0.276)
H (-0.331, -2.401, 0.274)
H (0.085, -1.626, 1.720)
H (-1.608, -0.297, 0.275)
H (-0.810, 1.841, 0.772)
H (0.675, 1.090, 1.489)
H (0.757, 0.905, -2.560)

Summary:
HOMO-LUMO gap: 10.42 eV

=====

# C3H6ClO3S

A cluster of 2 separate species, C3H6ClO3S in total (ωB97M-V/def2-TZVPD, the OMol25 dataset).

Element x y z (Å)
C (1.195, -0.905, 0.694)
C (0.111, -1.182, -1.602)
C (0.924, -1.545, -0.629)
O (-1.537, 1.004, 1.691)
O (-0.518, 3.188, 1.127)
O (-1.282, 1.695, -0.703)
S (-1.417, 2.118, 0.738)
Cl (1.754, -3.094, -0.774)
H (0.355, -0.353, 1.039)
H (1.895, -0.080, 0.377)
H (1.560, -1.517, 1.435)
H (-2.701, 2.731, 0.726)
H (0.008, -1.814, -2.384)
H (-0.347, -0.247, -1.732)

Summary:
HOMO-LUMO gap: 8.46 eV
Total charge: -1

=====

# Be2F4NO4S2

A structure of composition Be2F4NO4S2 (ωB97M-V/def2-TZVPD, the OMol25 dataset).

Element x y z (Å)
Be (3.018, -0.279, -1.179)
Be (1.137, 0.973, 1.074)
F (1.723, 1.133, -0.753)
F (2.687, -0.152, 0.854)
N (-0.280, 0.289, 0.774)
S (-1.785, 0.163, 0.679)
O (-2.357, -1.088, 1.165)
O (-2.432, 0.780, -0.470)
F (-2.193, 1.161, 1.863)
S (-0.131, -0.532, -0.732)
O (0.053, 0.338, -1.882)
O (-0.807, -1.794, -1.003)
F (1.366, -0.990, -0.392)

Summary:
HOMO-LUMO gap: 5.45 eV
Total charge: +1

=====

# C6H12O

The molecule C6H12O (ωB97M-V/def2-TZVPD, the OMol25 dataset).

Element x y z (Å)
C (-2.825, 0.113, -0.381)
C (-1.523, 0.513, 0.313)
C (-0.419, -0.537, 0.157)
C (0.769, -0.450, 1.038)
C (2.001, -0.961, 0.386)
C (2.360, 0.475, -0.058)
O (1.792, 0.834, -1.305)
H (-2.669, -0.064, -1.453)
H (-3.234, -0.809, 0.050)
H (-3.588, 0.893, -0.282)
H (-1.696, 0.697, 1.378)
H (-1.169, 1.463, -0.112)
H (-0.244, -0.772, -0.906)
H (-0.771, -1.486, 0.619)
H (2.026, 1.009, 0.869)
H (1.930, -1.668, -0.450)
H (2.779, -1.241, 1.103)
H (3.434, 0.612, -0.164)
H (1.069, 1.457, -1.214)

Summary:
HOMO-LUMO gap: 8.87 eV

=====

# C3H5NS2

A structure of composition C3H5NS2 (ωB97M-V/def2-TZVPD, the OMol25 dataset).

Element x y z (Å)
C (-0.101, -0.947, 0.262)
C (-1.243, 0.056, 0.295)
C (-0.355, 1.281, -0.285)
H (2.977, -0.175, 0.019)
H (-0.230, -1.854, -0.461)
H (0.310, -1.485, 1.154)
H (-2.011, -0.158, -0.327)
H (-1.632, 0.076, 1.308)
N (0.620, 0.249, -0.309)
S (2.014, 0.070, -1.197)
S (-0.349, 2.889, -0.458)

Summary:
HOMO-LUMO gap: 9.10 eV

=====

# C37H65Cl20NO7

A cluster of 11 separate species, C37H65Cl20NO7 in total (ωB97M-V/def2-TZVPD, the OMol25 dataset).

Element x y z (Å)
C (1.909, -3.329, 0.720)
C (0.874, -3.303, -0.510)
C (-0.641, -3.663, -0.040)
N (-1.140, -2.753, 1.031)
C (-2.479, -2.173, 0.739)
C (-2.602, -0.667, 1.350)
O (-3.128, 0.157, 0.283)
C (-2.472, 1.422, 0.158)
C (-2.959, 2.341, 1.372)
C (-4.580, 2.444, 1.418)
O (-1.051, 1.367, -0.058)
C (-0.270, 1.938, 1.016)
C (1.285, 1.625, 0.644)
C (1.499, 0.079, 0.293)
C (2.292, 2.058, 1.832)
C (2.005, 1.300, 3.226)
C (3.847, 1.744, 1.458)
O (-3.032, 2.040, -1.052)
C (-2.596, 1.353, -2.218)
O (-3.027, 0.266, -2.645)
C (-1.472, 2.084, -3.105)
C (0.044, 1.964, -2.872)
C (1.072, 2.723, -3.740)
C (0.568, 3.634, -4.881)
C (-0.954, 3.716, -5.143)
C (-1.993, 2.961, -4.283)
O (-3.590, -2.911, 1.311)
C (-4.215, -3.773, 0.325)
C (-5.105, -3.003, -0.762)
C (-6.612, -2.700, -0.311)
O (-6.619, -1.428, 0.398)
C (-7.982, -1.018, 0.468)
O (-8.840, -1.866, 0.818)
C (-8.424, 0.469, 0.101)
C (-9.585, 0.892, 1.158)
H (2.825, -2.688, 0.480)
H (1.402, -3.045, 1.709)
H (2.244, -4.428, 0.835)
H (1.200, -4.156, -1.223)
H (0.914, -2.348, -1.135)
H (-0.587, -4.751, 0.341)
H (-1.266, -3.684, -0.994)
H (-1.296, -3.359, 1.863)
H (-2.560, -2.057, -0.409)
H (-1.586, -0.360, 1.758)
H (-3.360, -0.688, 2.209)
H (-2.660, 1.894, 2.394)
H (-2.579, 3.421, 1.292)
H (-4.940, 1.717, 2.222)
H (-5.083, 2.139, 0.443)
H (-4.897, 3.507, 1.675)
H (-0.322, 3.089, 1.075)
H (-0.434, 1.437, 2.038)
H (1.578, 2.234, -0.283)
H (2.585, -0.183, 0.003)
H (1.233, -0.598, 1.185)
H (0.848, -0.259, -0.583)
H (2.227, 3.189, 2.058)
H (1.292, 1.962, 3.839)
H (2.954, 1.150, 3.867)
H (1.488, 0.292, 3.100)
H (3.857, 1.562, 0.318)
H (4.550, 2.577, 1.787)
H (4.186, 0.742, 1.918)
H (0.444, 1.300, -2.033)
H (2.177, 2.593, -3.470)
H (1.332, 4.215, -5.494)
H (-1.366, 4.365, -5.995)
H (-3.121, 3.047, -4.474)
H (-4.849, -4.536, 0.914)
H (-3.355, -4.308, -0.235)
H (-5.149, -3.690, -1.693)
H (-4.622, -1.994, -1.055)
H (-6.978, -3.591, 0.299)
H (-7.237, -2.629, -1.281)
H (-8.839, 0.572, -0.956)
H (-7.502, 1.138, 0.266)
H (-10.476, 0.183, 1.034)
H (-9.195, 0.841, 2.239)
H (-9.940, 1.960, 0.936)
Cl (-5.522, 3.184, 4.611)
C (-5.301, 1.840, 5.738)
Cl (-4.704, 0.399, 4.906)
H (-4.581, 2.132, 6.500)
H (-6.258, 1.608, 6.204)
Cl (6.447, 0.357, 3.885)
C (7.660, 1.020, 2.786)
Cl (6.983, 1.232, 1.169)
H (7.994, 1.986, 3.161)
H (8.503, 0.334, 2.733)
Cl (-8.851, -0.898, -2.926)
C (-10.502, -1.170, -3.496)
Cl (-11.558, 0.180, -3.063)
H (-10.490, -1.276, -4.579)
H (-10.888, -2.081, -3.040)
Cl (5.250, 2.805, -7.489)
C (3.658, 3.458, -7.084)
Cl (3.791, 5.082, -6.396)
H (3.053, 3.505, -7.988)
H (3.183, 2.803, -6.355)
Cl (8.035, -0.921, -5.454)
C (8.148, 0.815, -5.768)
Cl (9.652, 1.216, -6.606)
H (7.305, 1.119, -6.387)
H (8.119, 1.349, -4.819)
Cl (4.346, 5.184, -0.252)
C (2.944, 5.451, -1.296)
Cl (3.380, 5.303, -3.003)
H (2.181, 4.710, -1.061)
H (2.555, 6.452, -1.116)
Cl (1.659, -3.241, 4.434)
C (3.307, -3.608, 3.911)
Cl (4.260, -2.132, 3.713)
H (3.785, -4.240, 4.662)
H (3.266, -4.132, 2.960)
Cl (4.642, -6.381, 2.109)
C (5.930, -5.727, 1.087)
Cl (5.402, -5.572, -0.592)
H (6.214, -4.744, 1.461)
H (6.787, -6.398, 1.127)
Cl (5.697, -6.185, 5.320)
C (5.400, -5.556, 6.949)
Cl (3.930, -4.572, 7.038)
H (5.297, -6.398, 7.631)
H (6.249, -4.942, 7.245)
Cl (10.352, 2.587, -1.217)
C (9.777, 2.532, -2.887)
Cl (8.105, 3.097, -3.007)
H (10.411, 3.170, -3.501)
H (9.830, 1.505, -3.246)

Summary:
HOMO-LUMO gap: 9.16 eV

=====

# C12H12N6O2S2

The molecule C12H12N6O2S2 (ωB97M-V/def2-TZVPD, the OMol25 dataset).

Element x y z (Å)
C (-2.921, -2.474, -0.966)
C (-1.533, -2.369, -0.454)
C (-0.404, -1.808, -0.978)
C (0.572, -2.055, 0.020)
N (1.887, -1.640, 0.067)
C (2.531, -0.948, -0.922)
O (2.127, -0.854, -2.052)
C (3.788, -0.247, -0.432)
S (3.330, 0.865, 0.952)
C (1.856, 1.484, 0.240)
N (1.733, 2.136, -0.883)
N (0.440, 2.262, -1.145)
C (-0.248, 1.673, -0.187)
C (-1.668, 1.537, -0.154)
C (-2.543, 2.010, -1.097)
C (-3.877, 1.666, -0.818)
C (-4.004, 0.940, 0.325)
S (-2.496, 0.653, 1.091)
N (0.621, 1.170, 0.743)
N (0.308, 0.455, 1.884)
N (0.055, -2.704, 1.038)
O (-1.252, -2.904, 0.744)
H (-3.021, -3.351, -1.605)
H (-3.170, -1.592, -1.550)
H (-3.610, -2.574, -0.132)
H (-0.266, -1.299, -1.906)
H (2.344, -1.790, 0.956)
H (4.528, -0.941, -0.037)
H (4.210, 0.352, -1.238)
H (-2.212, 2.577, -1.947)
H (-4.708, 1.947, -1.439)
H (-4.898, 0.552, 0.771)
H (1.166, 0.088, 2.290)
H (-0.173, 1.038, 2.566)

Summary:
HOMO-LUMO gap: 8.70 eV

=====

# C32H31F6KN10O2S

A structure of composition C32H31F6KN10O2S (ωB97M-V/def2-TZVPD, the OMol25 dataset).

Element x y z (Å)
K (-0.221, 0.155, -0.908)
C (1.833, 0.394, 2.811)
N (2.653, 0.058, 1.676)
C (3.247, 1.176, 0.964)
C (3.524, 0.778, -0.445)
N (2.689, 0.115, -1.178)
C (3.333, -0.111, -2.381)
C (2.895, -0.814, -3.500)
C (3.756, -0.876, -4.582)
C (5.019, -0.265, -4.557)
C (5.470, 0.424, -3.443)
C (4.605, 0.482, -2.357)
N (4.706, 1.040, -1.096)
C (0.674, 1.328, 2.569)
N (0.334, 1.871, 1.436)
C (-0.779, 2.654, 1.722)
C (-1.535, 3.448, 0.866)
C (-2.622, 4.109, 1.415)
C (-2.955, 3.977, 2.770)
C (-2.206, 3.187, 3.628)
C (-1.109, 2.536, 3.080)
N (-0.142, 1.703, 3.609)
H (2.456, 0.830, 3.604)
H (1.433, -0.540, 3.223)
H (2.167, -0.578, 1.050)
H (4.193, 1.473, 1.440)
H (2.587, 2.051, 0.941)
H (1.914, -1.281, -3.487)
H (3.449, -1.406, -5.475)
H (5.658, -0.335, -5.429)
H (6.448, 0.890, -3.426)
H (5.488, 1.536, -0.711)
H (-1.294, 3.489, -0.195)
H (-3.247, 4.721, 0.777)
H (-3.825, 4.497, 3.154)
H (-2.475, 3.076, 4.672)
H (-0.218, 1.177, 4.463)
N (1.440, -3.020, 3.732)
C (0.537, -2.668, 2.688)
S (-0.958, -1.960, 3.217)
N (0.992, -2.906, 1.512)
N (0.267, -2.504, 0.396)
C (-0.553, -3.374, -0.047)
C (-1.397, -3.299, -1.247)
C (-2.509, -4.144, -1.257)
C (-3.417, -4.192, -2.302)
C (-3.183, -3.367, -3.408)
C (-2.082, -2.543, -3.454)
C (-1.131, -2.452, -2.385)
O (-0.138, -1.662, -2.460)
H (0.933, -3.326, 4.549)
H (2.116, -3.699, 3.406)
H (-0.673, -4.300, 0.531)
H (-2.664, -4.779, -0.388)
H (-4.276, -4.852, -2.265)
H (-3.876, -3.376, -4.245)
H (-1.909, -1.896, -4.308)
C (0.279, 1.468, -3.903)
C (-0.717, 2.502, -3.328)
O (-0.854, 2.474, -2.004)
C (-0.216, 3.912, -3.777)
F (-0.054, 4.061, -5.124)
F (-1.027, 4.917, -3.390)
F (0.994, 4.169, -3.235)
C (-2.096, 2.236, -4.006)
F (-2.532, 1.005, -3.686)
F (-2.083, 2.292, -5.371)
F (-3.055, 3.102, -3.613)
H (1.270, 1.698, -3.513)
H (0.313, 1.483, -4.995)
H (0.001, 0.463, -3.576)
C (-5.787, -1.647, 0.288)
N (-4.654, -0.758, 0.216)
C (-4.591, 0.447, -0.457)
C (-3.281, 0.823, -0.422)
N (-2.547, -0.125, 0.252)
C (-3.392, -1.051, 0.616)
H (-6.706, -1.067, 0.377)
H (-5.690, -2.284, 1.165)
H (-5.845, -2.281, -0.600)
H (-5.464, 0.895, -0.901)
H (-2.794, 1.687, -0.859)
H (-3.131, -1.940, 1.171)

Summary:
HOMO-LUMO gap: 5.64 eV
Total charge: -2

=====

# C2H4Cl2N2

The molecule C2H4Cl2N2 (ωB97M-V/def2-TZVPD, the OMol25 dataset).

Element x y z (Å)
N (-0.438, 1.888, 0.201)
C (-0.590, 0.407, -0.049)
Cl (-2.079, -0.357, -0.287)
C (0.530, -0.370, -0.067)
N (0.392, -1.759, 0.001)
Cl (2.185, 0.075, -0.149)
H (0.402, 2.121, -0.135)
H (-1.165, 2.407, -0.229)
H (1.263, -2.171, 0.283)
H (-0.501, -2.242, 0.432)

Summary:
HOMO-LUMO gap: 8.44 eV

=====

# C20H23N3O4S

The molecule C20H23N3O4S (ωB97M-V/def2-TZVPD, the OMol25 dataset).

Element x y z (Å)
C (-0.943, -0.247, 5.636)
C (-1.319, -1.690, 5.314)
O (-2.613, -1.810, 4.754)
C (-2.821, -1.471, 3.454)
C (-4.137, -1.553, 3.009)
C (-4.464, -1.254, 1.699)
C (-3.485, -0.863, 0.802)
O (-3.688, -0.516, -0.520)
C (-4.942, -0.782, -1.116)
C (-5.165, -2.267, -1.386)
C (-2.155, -0.774, 1.249)
N (-1.209, -0.367, 0.301)
C (0.126, -0.126, 0.476)
O (0.721, -0.253, 1.522)
N (0.718, 0.282, -0.707)
C (2.050, 0.619, -0.935)
C (3.033, 0.556, 0.050)
C (4.323, 0.935, -0.256)
C (4.665, 1.355, -1.532)
C (3.701, 1.382, -2.546)
C (2.396, 1.029, -2.222)
N (4.036, 1.691, -3.872)
C (3.251, 1.106, -4.942)
C (5.087, 2.480, -4.232)
O (5.396, 2.665, -5.390)
C (5.831, 3.133, -3.089)
S (6.317, 1.871, -1.880)
C (-1.829, -1.079, 2.560)
H (-0.868, 0.348, 4.729)
H (0.015, -0.227, 6.148)
H (-1.698, 0.196, 6.280)
H (-0.569, -2.148, 4.658)
H (-1.374, -2.273, 6.238)
H (-4.901, -1.858, 3.706)
H (-5.496, -1.327, 1.397)
H (-4.912, -0.231, -2.060)
H (-5.754, -0.370, -0.506)
H (-5.161, -2.832, -0.457)
H (-4.375, -2.652, -2.026)
H (-6.121, -2.408, -1.882)
H (-1.629, -0.211, -0.605)
H (0.120, 0.367, -1.517)
H (2.776, 0.228, 1.042)
H (5.091, 0.905, 0.500)
H (1.629, 1.074, -2.980)
H (2.328, 1.665, -5.108)
H (3.852, 1.156, -5.850)
H (3.020, 0.068, -4.709)
H (5.206, 3.871, -2.582)
H (6.735, 3.606, -3.469)
H (-0.797, -1.000, 2.850)

Summary:
HOMO-LUMO gap: 7.99 eV

=====

no.,largest force on an atom (eV Å⁻¹)
1,4.02
2,5.08
3,0.39
4,0.56
5,4.14
6,4.32
7,0.97
8,3.68
9,4.23
10,13.84
11,1.37
12,4.40
13,4.41
14,1.38
15,0.92
16,6.12
17,0.59